Density functional theory data (wB97M-V/def2-TZVPD) for a 14-piece molecular cluster, BF4H26O13 overall.

```
! RIJCOSX wB97M-V def2-TZVPD def2/J DEFGRID3
* xyz -1 1
B -0.081 -0.698 -0.746
F 1.214 -0.831 -1.279
F 0.003 0.134 0.343
F -0.939 -0.192 -1.665
F -0.486 -1.909 -0.210
O -2.533 -0.063 1.511
H -2.180 -0.823 1.961
H -2.884 -0.403 0.704
O 2.751 -2.023 0.549
H 2.041 -1.877 -0.078
H 2.692 -1.339 1.226
O -1.300 1.647 -3.653
H -0.437 1.673 -4.065
H -1.322 0.954 -2.982
O -0.338 1.708 2.446
H -0.018 1.231 3.232
H -0.956 1.092 2.034
O 1.353 2.200 -3.609
H 2.199 2.615 -3.525
H 1.512 1.431 -3.109
O -3.376 -2.070 -0.347
H -3.936 -2.548 0.306
H -2.750 -2.695 -0.627
O -0.601 -3.677 1.788
H -0.614 -3.222 0.991
H 0.016 -3.026 2.037
O -2.674 1.977 -0.719
H -2.346 2.820 -1.045
H -1.958 1.320 -0.803
O 0.808 -1.480 2.853
H 0.970 -1.158 2.007
H 1.682 -1.471 3.264
O 1.413 2.704 0.765
H 1.852 3.530 1.211
H 0.817 2.304 1.440
O 4.561 -0.396 -0.607
H 4.023 -1.099 -0.351
H 4.030 0.325 -0.945
O 3.167 0.617 1.747
H 2.437 1.183 1.436
H 3.898 1.230 1.487
O -4.266 0.194 -1.834
H -3.657 0.752 -1.313
H -3.791 -0.641 -1.829
*
```

HOMO energy, eV: -7.39
Energy above the lowest of the compared OMol25 structures with the same formula, charge and spin, kcal/mol: 31.0

Results of the Mulliken charge analysis, in e, for atoms 1 through 6:
1 B 0.124
2 F -0.406
3 F 0.132
4 F -0.260
5 F -0.293
6 O -0.659



Density functional theory data (wB97M-V/def2-TZVPD) for a 14-piece molecular cluster, BF4H26O13 overall.

```
! RIJCOSX wB97M-V def2-TZVPD def2/J DEFGRID3
* xyz -1 1
B -0.188 0.007 -0.050
F -0.193 -0.671 -1.293
F 0.962 -0.220 0.604
F -0.455 1.382 -0.132
F -1.248 -0.610 0.638
O -2.422 2.507 1.714
H -2.063 2.372 0.836
H -2.882 3.344 1.658
O 1.934 -2.409 -2.067
H 1.797 -2.480 -1.122
H 1.113 -2.715 -2.453
O -0.823 -0.375 3.332
H -0.706 -0.877 2.525
H -0.266 0.395 3.218
O 2.021 -1.098 3.732
H 1.615 -0.359 4.186
H 1.303 -1.504 3.246
O 3.570 -1.676 0.799
H 3.251 -1.533 1.690
H 3.256 -2.551 0.569
O -1.989 0.871 -2.885
H -1.208 1.267 -2.499
H -2.592 0.764 -2.149
O -2.464 3.634 -1.193
H -1.722 3.482 -1.778
H -2.258 4.458 -0.752
O 2.302 2.248 1.103
H 1.422 2.378 1.456
H 2.482 1.318 1.241
O -0.105 -3.212 2.328
H -0.364 -3.238 1.406
H -0.924 -3.071 2.803
O 0.129 2.766 -2.748
H 0.824 2.900 -3.393
H 0.591 2.654 -1.917
O 2.796 0.506 -1.406
H 2.487 0.895 -0.588
H 2.340 -0.335 -1.459
O -3.404 0.402 -0.537
H -2.570 0.325 -0.074
H -3.843 -0.434 -0.381
O -0.330 -3.554 -2.944
H -0.859 -3.457 -2.152
H -0.319 -4.496 -3.111
*
```

HOMO energy, eV: -6.77
Energy above the lowest of the compared OMol25 structures with the same formula, charge and spin, kcal/mol: 28.1

Results of the Mulliken charge analysis, in e, for atoms 1 through 6:
1 B 0.720
2 F -0.217
3 F -0.036
4 F -0.249
5 F -0.613
6 O -0.622



Density functional theory data (wB97M-V/def2-TZVPD) for a 31-piece molecular cluster, BF4H60O30 overall.

```
! RIJCOSX wB97M-V def2-TZVPD def2/J DEFGRID3
* xyz -1 1
B 0.108 0.361 0.185
F 1.299 1.007 0.496
F -0.592 0.239 1.400
F -0.738 1.038 -0.724
F 0.256 -0.861 -0.368
O 5.688 1.147 1.775
H 4.843 0.707 1.870
H 5.550 1.781 1.071
O 0.678 -2.892 -3.908
H 1.480 -2.396 -4.071
H 0.782 -3.693 -4.421
O -1.953 -2.874 -3.609
H -2.218 -2.092 -3.124
H -1.024 -2.737 -3.796
O 4.106 2.036 4.736
H 3.713 1.171 4.616
H 3.390 2.650 4.576
O -2.375 2.585 -3.695
H -1.478 2.482 -3.376
H -2.836 1.814 -3.364
O -5.143 -0.547 1.020
H -5.557 -1.227 0.489
H -5.800 0.147 1.077
O 1.395 -1.347 2.650
H 1.031 -2.181 2.944
H 0.679 -0.927 2.174
O 0.774 2.537 -2.326
H 0.180 2.099 -1.716
H 1.187 3.225 -1.805
O -2.405 2.693 1.524
H -2.225 2.425 2.425
H -1.892 2.089 0.987
O -3.985 -0.509 -3.347
H -3.316 -0.676 -2.684
H -4.691 -0.070 -2.871
O -2.310 -1.401 -1.254
H -1.535 -1.870 -0.944
H -2.364 -0.629 -0.692
O -3.618 5.175 0.294
H -3.073 4.548 0.770
H -3.876 4.712 -0.503
O -0.894 0.235 -5.065
H -1.181 0.981 -5.593
H -1.277 -0.527 -5.498
O -1.837 1.545 4.076
H -2.456 1.334 4.776
H -1.506 0.695 3.785
O -0.767 -4.666 -1.670
H 0.183 -4.574 -1.602
H -1.017 -4.063 -2.370
O 1.857 -4.806 -1.481
H 2.573 -4.223 -1.733
H 2.007 -4.982 -0.552
O 1.459 3.608 4.115
H 1.098 3.650 3.230
H 0.793 3.147 4.625
O -3.781 -3.901 0.937
H -3.252 -4.543 0.463
H -3.455 -3.053 0.636
O 3.630 2.767 -0.502
H 3.080 1.989 -0.408
H 4.141 2.605 -1.295
O 0.381 -3.949 3.867
H -0.573 -3.996 3.808
H 0.617 -4.632 4.495
O 1.818 0.930 -4.122
H 1.108 0.353 -4.403
H 1.394 1.571 -3.551
O 3.485 -1.488 -4.182
H 4.255 -1.373 -3.626
H 3.047 -0.637 -4.165
O -5.268 2.227 1.601
H -4.497 1.842 1.183
H -5.635 2.809 0.936
O 1.614 -3.937 1.510
H 0.924 -4.063 2.162
H 2.427 -3.953 2.015
O -4.284 2.915 -1.349
H -4.844 2.175 -1.585
H -3.807 3.121 -2.153
O 2.959 -0.369 4.583
H 3.478 -1.151 4.767
H 2.530 -0.557 3.747
O 2.854 -0.443 -1.369
H 1.985 -0.068 -1.225
H 2.780 -0.910 -2.201
O -0.592 -0.893 4.961
H 0.121 -0.642 5.549
H -1.037 -1.609 5.414
O 3.652 -0.595 1.392
H 2.849 -0.639 1.912
H 3.379 -0.206 0.561
O 4.017 5.351 -1.157
H 3.488 5.373 -1.954
H 3.842 4.490 -0.776
*
```

HOMO energy, eV: -7.38
Energy above the lowest of the compared OMol25 structures with the same formula, charge and spin, kcal/mol: 0.0

Results of the Mulliken charge analysis, in e, for atoms 1 through 6:
1 B 1.108
2 F -0.094
3 F -0.681
4 F -0.561
5 F -0.350
6 O -0.675



Looking at gap between HOMO and LUMO for the records above, in order, we have 9.85, 9.01, 8.54 eV.